Entry 1:
101
Properties=species:S:1:pos:R:3:forces:R:3:mulliken_charge:R:1 method="wB97M-V/def2-TZVPD" de_lowest_kj_mol=0.0 e_homo_ha=-0.2230 orbital_gap_ev=1.057 e_tot_ev=-107714.64761 max_force_ev_per_a=4.842
C 1.8482 0.2997 -0.1744 0.05 0.20 0.70 -0.664
O 1.5075 1.0241 -1.3384 -0.24 0.46 -0.80 -0.380
C 2.6120 1.5595 -1.9914 0.51 -1.01 1.37 -0.063
C 3.4445 2.5907 -1.2234 0.50 0.96 -0.76 -0.693
C 3.1725 4.0802 -1.5753 0.02 -0.31 0.23 -0.122
C 2.2898 4.7937 -0.5489 0.02 -1.09 0.05 -1.313
C 1.0215 3.9573 -0.3383 -0.02 1.12 -0.66 0.622
C -0.1789 4.7113 0.2256 0.08 -1.57 0.62 -0.768
C -1.3944 3.7535 0.2045 -0.30 1.05 0.10 -0.625
C -2.3494 4.0166 -0.9835 1.03 -0.82 0.02 -0.831
Si -1.8972 3.0829 -2.5571 -0.54 -0.09 -0.25 0.641
H 2.9222 0.1754 -0.0415 0.08 -0.21 -0.13 0.521
H 1.4974 0.8732 0.7237 0.33 -0.21 -0.99 -0.126
H 1.3574 -0.6693 -0.1559 -0.04 -0.07 -0.22 0.537
H 3.2304 0.7316 -2.3528 0.21 0.07 -0.14 0.599
H 2.1839 2.0961 -2.8911 -0.40 0.40 -0.90 -0.121
H 3.3830 2.4764 -0.1438 -0.26 -0.42 0.03 0.519
H 4.4843 2.4033 -1.4909 0.06 -0.16 -0.03 0.360
H 4.1357 4.5727 -1.6757 0.04 0.17 -0.10 0.403
H 2.6875 4.1105 -2.5603 0.06 0.29 0.06 0.060
H 2.8257 4.8110 0.4022 0.12 0.40 0.05 0.351
H 2.0692 5.8072 -0.8709 -0.05 0.12 0.00 0.437
H 1.2418 3.1102 0.3055 -0.05 -0.13 0.07 -0.188
H 0.7390 3.5605 -1.3148 -0.10 -0.16 -0.01 -0.201
H 0.0286 4.8875 1.2819 0.09 0.55 -0.01 0.354
H -0.3849 5.6432 -0.2928 0.05 0.13 -0.03 0.394
H -1.0287 2.7279 0.2582 -0.12 -0.14 -0.10 0.221
H -1.9663 3.9285 1.1159 -0.05 -0.12 0.10 0.413
H -2.3099 5.0802 -1.2107 -0.46 0.11 0.03 0.369
H -3.3443 3.6926 -0.6862 -0.25 0.23 -0.26 0.378
H -1.8816 1.6133 -2.3899 0.08 0.01 0.21 -0.149
H -0.5816 3.4589 -3.1329 0.11 0.10 0.04 -0.224
H -2.9292 3.3622 -3.5801 0.12 0.09 -0.07 -0.221
Be 2.5533 2.5887 -4.5576 -0.27 4.15 0.79 0.736
C 6.9640 1.7445 -6.5845 -0.08 -0.80 0.37 -0.392
C 7.6004 2.5582 -7.5963 -0.12 0.89 0.12 0.328
C 7.4162 4.0695 -7.4027 -0.40 0.22 0.66 0.309
O 7.9302 4.8968 -8.1173 0.18 -0.23 -0.29 -0.529
C 6.5571 4.5003 -6.2972 -0.24 0.21 0.36 -0.565
C 5.9563 3.6493 -5.3208 0.75 0.28 -1.21 0.501
C 6.2156 2.2203 -5.4593 0.99 0.18 -1.59 0.686
O 5.7092 1.5394 -4.6066 -0.94 -2.54 0.93 -0.609
O 5.2256 3.8887 -4.3774 -1.44 2.00 0.68 -0.493
O 8.2291 2.1409 -8.5383 0.02 -0.44 -0.04 -0.534
H 7.0400 0.6659 -6.6449 0.24 0.04 -0.18 0.417
H 6.3955 5.5727 -6.2457 -0.01 -0.03 0.05 0.484
C 1.9143 -3.5150 4.3464 0.03 0.02 0.06 -1.089
C 1.0044 -2.5705 3.5687 0.11 0.00 0.09 -0.209
C 0.9248 -2.8954 2.0702 0.19 -0.30 0.93 0.773
C 2.2533 -2.7874 1.4825 -1.07 -0.21 0.15 0.239
N 3.3016 -2.7025 1.0355 1.00 0.24 -0.37 -0.612
H 2.9452 -3.4532 3.9939 -0.01 -0.02 -0.06 0.386
H 1.9158 -3.2552 5.4077 -0.01 -0.01 0.01 0.319
H 1.5802 -4.5493 4.2510 0.03 0.03 -0.03 0.176
H 1.3683 -1.5439 3.7014 -0.07 -0.01 0.11 0.032
H -0.0016 -2.6126 3.9931 -0.05 0.03 -0.10 0.276
H 0.2560 -2.1958 1.5661 -0.08 -0.13 -0.13 0.265
H 0.5178 -3.9457 1.8642 0.52 1.26 -0.01 -0.696
Be 0.8377 0.7039 2.4721 -0.35 0.10 0.88 -0.047
Cl -0.8179 -5.7138 3.3651 -0.23 -0.33 0.13 -0.054
C -1.5490 -6.9084 4.4467 0.17 0.16 -0.05 -0.709
C -1.8492 -6.3332 5.8062 -0.29 -0.19 -0.03 -0.243
Cl -0.3520 -5.9539 6.7208 -0.12 -0.13 0.28 -0.213
H -0.8763 -7.7616 4.5141 0.01 0.00 0.06 0.315
H -2.4765 -7.2384 3.9790 -0.06 0.03 0.07 0.325
H -2.4140 -7.0558 6.4001 0.02 -0.02 0.01 0.219
H -2.4341 -5.4206 5.7329 0.11 0.08 -0.01 0.318
C -6.0943 3.9642 -4.1395 0.08 -0.01 -0.23 -1.089
C -5.8154 2.5739 -3.5815 0.20 0.16 0.32 -0.002
O -6.9411 1.7181 -3.5347 -0.61 0.49 -0.09 -0.413
C -7.3298 1.0214 -4.7261 0.96 -0.15 0.47 0.193
O -6.3588 0.3820 -5.3047 -0.28 -0.12 -0.42 -0.661
C -8.0977 1.9349 -5.7451 -0.26 0.19 0.23 0.692
F -8.9032 2.8059 -5.1037 -0.03 0.06 -0.02 -0.260
F -8.8955 1.1825 -6.5208 0.09 -0.11 -0.05 -0.278
F -7.3128 2.6484 -6.5589 0.06 -0.09 -0.10 -0.253
H -7.0575 4.3375 -3.7919 0.03 0.00 0.10 0.310
H -5.3091 4.6557 -3.8251 0.00 -0.02 0.08 0.387
H -6.1028 3.9690 -5.2258 -0.04 0.03 -0.01 0.258
H -5.5198 2.6966 -2.5353 -0.04 -0.14 0.04 0.097
H -4.9672 2.1034 -4.0845 -0.16 -0.12 -0.18 0.281
H -8.1637 0.3928 -4.3296 0.03 -0.16 -0.12 0.247
O 5.1006 0.4947 -8.3591 -0.03 -0.10 0.07 -0.644
H 4.8930 -0.3466 -7.9381 -0.04 0.00 -0.02 0.325
H 5.5307 0.2453 -9.1849 0.02 0.11 -0.02 0.324
O 2.1613 4.7511 -4.8126 0.66 -4.79 0.14 -0.670
H 3.1283 4.7442 -4.8822 0.34 0.76 0.02 0.313
Cl -0.2030 -5.0621 0.4553 -0.36 -0.66 -0.84 -0.725
C -4.4048 -7.0869 10.9842 0.33 -0.21 0.22 -1.097
C -3.4227 -6.7941 9.9060 -0.29 0.49 -0.52 0.584
O -3.4544 -5.9214 9.1142 -0.12 0.36 -0.06 -0.348
N -2.2368 -7.7367 9.6967 -0.08 -0.24 0.42 -0.005
C -1.2109 -7.6922 10.7937 0.05 -0.06 -0.13 -0.834
H -5.1216 -6.2738 11.0284 0.01 0.03 -0.11 0.326
H -4.9269 -8.0211 10.7652 0.03 -0.03 0.07 0.341
H -3.9068 -7.1697 11.9513 -0.05 -0.12 0.01 0.371
H -2.5903 -8.6916 9.5992 0.17 -0.02 -0.17 0.404
H -1.8311 -7.4148 8.8050 0.12 -0.09 0.01 0.142
H -0.3921 -8.3472 10.5116 0.04 0.03 0.01 0.371
H -1.6642 -8.0433 11.7152 -0.02 0.03 0.01 0.356
H -0.8571 -6.6701 10.8919 -0.02 0.01 -0.01 0.350


Entry 2:
19
Properties=species:S:1:pos:R:3:forces:R:3:mulliken_charge:R:1 method="wB97M-V/def2-TZVPD" de_lowest_kj_mol=189.3 e_homo_ha=-0.1559 orbital_gap_ev=7.981 charge=-1 e_tot_ev=-13443.80148 max_force_ev_per_a=5.592
C 1.1745 -1.4176 -3.6898 -4.11 -3.63 1.10 -1.146
C 0.0934 -2.0365 -0.2058 2.31 0.81 -3.88 -0.445
C 0.3925 -0.3040 -1.4237 0.55 -1.39 -2.62 -0.172
C 0.6508 -1.4994 -2.2402 0.95 2.95 2.43 0.300
N 0.0466 -0.6926 -0.1916 -0.35 -1.86 1.10 0.008
N 0.5731 -2.5674 -1.3682 -1.52 0.93 -0.24 -0.722
H -0.1039 -0.1001 0.7559 -0.12 0.63 -1.91 0.395
H -0.3326 -2.6325 0.4772 -0.98 -1.87 2.86 0.481
H 0.4078 0.7332 -1.7075 0.06 0.11 0.03 0.382
H 0.5669 -2.2090 -4.3480 0.13 2.43 0.81 0.215
H 2.0274 -1.9092 -3.9181 3.63 -1.37 0.44 0.350
H 1.3106 -0.4466 -4.0213 -0.56 1.88 -0.90 0.327
C -0.5182 3.2556 2.4602 -2.63 0.76 1.92 -0.932
C -0.7289 1.8018 2.2227 -0.68 -2.87 -1.48 0.655
O -1.4892 1.1539 3.0104 1.69 1.17 -1.38 -0.710
O -0.1405 1.3142 1.1441 -0.91 1.16 2.83 -0.751
H 0.3927 3.4002 3.0033 0.47 0.17 0.61 0.207
H -1.4619 3.5396 3.0908 1.99 -0.05 -0.80 0.243
H -0.4915 3.9011 1.6113 0.06 0.05 -0.93 0.312


Entry 3:
17
Properties=species:S:1:pos:R:3:forces:R:3:mulliken_charge:R:1 method="wB97M-V/def2-TZVPD" de_lowest_kj_mol=26.8 e_homo_ha="-0.5671 / -0.5652" orbital_gap_ev="10.408 / 6.238" charge=+1 e_tot_ev=-12927.33908 max_force_ev_per_a=2.413 multiplicity=2 s_squared=0.758
C -0.0096 -0.8061 -2.2813 0.09 -0.39 -0.52 0.097
N 0.9696 -0.1726 -1.5452 0.87 0.18 1.36 -0.098
C 0.7790 0.4100 -0.2617 -1.37 0.05 -1.99 0.469
C 1.6621 -0.1978 0.9220 1.62 -0.12 -0.54 0.117
O 2.7910 -0.3506 0.6280 -0.08 -0.20 0.57 -0.176
O -1.1385 -0.9399 -1.8995 -0.06 0.08 0.15 -0.496
H 0.3851 -1.1461 -3.2569 -0.31 -0.02 0.22 0.373
H 1.9028 -0.1161 -1.9383 -0.16 0.07 -0.22 0.278
H -0.2545 0.2760 0.0493 0.26 0.14 0.10 -0.414
H 1.0673 1.4566 -0.3940 0.25 0.07 1.01 0.385
H 1.1981 -0.3774 1.9190 -0.47 0.17 -0.38 0.496
H -0.6651 0.7624 3.1897 0.07 0.06 -0.26 0.287
H -1.2848 0.8365 1.7633 -0.21 -0.23 -0.09 0.327
O -0.4717 0.6210 2.2511 0.29 0.24 1.01 -0.630
H -1.9271 0.0508 -0.3715 -0.51 0.12 -0.28 0.334
H -2.6632 -0.5841 0.7498 -0.36 -0.16 0.33 0.359
O -2.3404 0.2776 0.4763 0.08 -0.06 -0.48 -0.709


Entry 4:
15
Properties=species:S:1:pos:R:3:forces:R:3:mulliken_charge:R:1 method="wB97M-V/def2-TZVPD" de_lowest_kj_mol=184.7 smiles=C[C@H]1N[C@H]1CO e_homo_ha=-0.3571 orbital_gap_ev=10.713 e_tot_ev=-7830.40563 max_force_ev_per_a=0.314
C -1.6297 0.7009 0.3210 0.05 -0.01 0.04 -1.260
C -0.8385 -0.1402 -0.6498 -0.23 -0.09 0.02 0.353
N 0.3756 0.4307 -1.2388 0.07 0.06 -0.30 -0.679
C 0.4855 -0.7644 -0.4031 0.05 -0.17 0.10 -0.102
C 1.3334 -0.5903 0.8477 -0.05 -0.30 -0.02 -0.645
O 1.4303 0.7532 1.2471 0.05 0.17 -0.16 -0.559
H -2.2220 0.0648 0.9883 0.09 0.07 -0.09 0.288
H -0.9718 1.3247 0.9286 -0.09 -0.10 -0.06 0.327
H -2.3253 1.3435 -0.2315 0.13 -0.07 0.10 0.332
H -1.4651 -0.7128 -1.3368 0.11 0.10 0.08 0.393
H 0.4600 0.2262 -2.2289 0.01 0.01 0.12 0.235
H 0.6520 -1.7164 -0.9093 -0.01 0.15 0.07 0.423
H 2.3315 -1.0126 0.6374 -0.15 0.10 0.05 0.283
H 0.9099 -1.1615 1.6822 0.02 0.07 -0.11 0.265
H 1.4227 1.2614 0.4180 -0.04 -0.01 0.16 0.348


What did the third record say?
17
Properties=species:S:1:pos:R:3:forces:R:3:mulliken_charge:R:1 method="wB97M-V/def2-TZVPD" de_lowest_kj_mol=26.8 e_homo_ha="-0.5671 / -0.5652" orbital_gap_ev="10.408 / 6.238" charge=+1 e_tot_ev=-12927.33908 max_force_ev_per_a=2.413 multiplicity=2 s_squared=0.758
C -0.0096 -0.8061 -2.2813 0.09 -0.39 -0.52 0.097
N 0.9696 -0.1726 -1.5452 0.87 0.18 1.36 -0.098
C 0.7790 0.4100 -0.2617 -1.37 0.05 -1.99 0.469
C 1.6621 -0.1978 0.9220 1.62 -0.12 -0.54 0.117
O 2.7910 -0.3506 0.6280 -0.08 -0.20 0.57 -0.176
O -1.1385 -0.9399 -1.8995 -0.06 0.08 0.15 -0.496
H 0.3851 -1.1461 -3.2569 -0.31 -0.02 0.22 0.373
H 1.9028 -0.1161 -1.9383 -0.16 0.07 -0.22 0.278
H -0.2545 0.2760 0.0493 0.26 0.14 0.10 -0.414
H 1.0673 1.4566 -0.3940 0.25 0.07 1.01 0.385
H 1.1981 -0.3774 1.9190 -0.47 0.17 -0.38 0.496
H -0.6651 0.7624 3.1897 0.07 0.06 -0.26 0.287
H -1.2848 0.8365 1.7633 -0.21 -0.23 -0.09 0.327
O -0.4717 0.6210 2.2511 0.29 0.24 1.01 -0.630
H -1.9271 0.0508 -0.3715 -0.51 0.12 -0.28 0.334
H -2.6632 -0.5841 0.7498 -0.36 -0.16 0.33 0.359
O -2.3404 0.2776 0.4763 0.08 -0.06 -0.48 -0.709